Below is a single C4H8Si2 molecule at a distorted geometry, with properties calculated with ωB97M-V/def2-TZVPD.

Last column: Löwdin charge in e.
Element x y z (Å)
C -0.002 1.357 1.918  -0.043
C -0.041 0.411 0.726  -0.479
Si 1.584 0.055 -0.221  0.594
C 0.735 -0.851 -1.622  -0.368
C -0.586 -1.084 -1.548  -0.322
Si -1.617 -0.230 -0.161  0.620
H -1.058 1.487 2.316  0.040
H 0.862 1.873 2.379  0.037
H 2.350 -1.239 -0.078  -0.026
H 2.476 1.172 -0.633  -0.052
H 1.319 -1.520 -2.321  0.068
H -1.118 -1.889 -2.112  0.051
H -2.602 0.815 -0.011  -0.068
H -2.253 -1.294 0.667  -0.053

Calculated values
- SMILES: C=C1[SiH2]C=C[SiH2]1
- Energy: -736.0644 hartree